The following is a DFT calculation (ωB97M-V/def2-TZVPD) of a single C13H21N3O3 molecule.

## Properties
SMILES ... CCCCCCN1C(=O)NC(=O)/C(=C(\C)NC)C1=O
E ... -24436.990 eV
LUMO level ... 0.5517 eV
Molar mass ... 267.3 g/mol
Frontier orbital gap ... 9.37 eV
Total charge ... 0
E_HOMO ... -8.82 eV
Strongest force on any atom ... 0.0099 Eh/bohr

Geometry as XYZ:
```
40
Properties=species:S:1:pos:R:3:forces:R:3
C 3.6848 3.2491 3.4290 0.20 -0.04 -0.16
C 4.2180 2.5377 2.1918 -0.29 -0.07 0.14
C 3.1637 1.6229 1.5737 0.44 0.14 -0.21
C 3.6853 0.9029 0.3320 -0.30 -0.17 0.18
C 2.6152 0.0411 -0.3376 0.22 0.13 -0.12
C 1.5447 0.8740 -1.0624 0.27 -0.04 -0.10
N 0.1992 0.5751 -0.5877 0.16 0.12 -0.18
C -0.4189 1.4960 0.2292 -0.19 -0.09 -0.01
O 0.0840 2.5494 0.5450 0.04 0.28 0.11
N -1.6643 1.1295 0.6604 -0.31 0.22 0.30
C -2.3733 -0.0315 0.3725 0.23 0.02 -0.10
O -3.4761 -0.1682 0.8679 -0.25 0.04 0.15
C -1.6867 -0.9521 -0.5073 0.04 -0.07 -0.05
C -2.2955 -2.1644 -0.8891 0.16 0.13 0.00
N -1.6545 -2.9928 -1.6940 0.37 0.28 -0.02
C -2.1121 -4.2666 -2.1822 -0.33 -0.29 0.01
H -1.3339 -4.6849 -2.8155 -0.02 0.01 0.01
H -3.0231 -4.1637 -2.7768 0.06 -0.06 0.01
H -2.3031 -4.9643 -1.3632 0.01 -0.01 -0.09
H -0.7232 -2.6511 -1.9782 -0.24 -0.04 0.10
C -3.6525 -2.5266 -0.3971 -0.16 -0.18 -0.03
H -4.3631 -1.7507 -0.6754 -0.01 -0.03 0.03
H -3.6540 -2.5513 0.6910 -0.04 0.01 -0.02
H -3.9842 -3.4831 -0.7853 0.01 -0.07 -0.05
C -0.3656 -0.6206 -0.9920 -0.33 -0.07 0.07
O 0.2931 -1.3398 -1.7499 0.22 -0.01 -0.07
H -2.1350 1.7912 1.2671 0.11 -0.12 -0.12
H 1.7016 1.9391 -0.8928 -0.04 -0.12 -0.05
H 1.5645 0.6697 -2.1347 0.01 0.08 0.13
H 2.1322 -0.5762 0.4230 0.00 -0.07 -0.02
H 3.0837 -0.6373 -1.0511 -0.06 -0.07 0.02
H 4.0617 1.6342 -0.3867 0.10 0.04 -0.05
H 4.5236 0.2627 0.6180 0.09 0.05 -0.04
H 2.2852 2.2175 1.3197 -0.08 -0.02 0.04
H 2.8561 0.8795 2.3140 -0.09 -0.04 0.04
H 4.5272 3.2804 1.4529 0.08 -0.01 -0.05
H 5.1004 1.9502 2.4592 0.07 0.02 -0.06
H 2.8058 3.8371 3.1750 -0.11 0.09 0.03
H 3.4031 2.5269 4.1926 -0.05 -0.04 0.12
H 4.4376 3.9141 3.8464 0.01 0.09 0.11
```
Positions in Å, forces in eV/Å.